No. 1
An isolated molecule of CH2Cl3OPS2 at a distorted geometry. Source: OMol25; level of theory: ωB97M-V/def2-TZVPD.

Geometry as XYZ:
```
10
Properties=species:S:1:pos:R:3:forces:R:3:nbo_charge:R:1
O 0.97968 0.99959 0.90585 0.2736 0.4914 0.0754 -0.99
P 0.05261 0.44810 -0.27287 0.1259 0.5852 -0.5726 1.38
S -1.03906 1.88255 -1.01305 0.5699 -1.0258 0.0231 -0.49
S 1.41778 -0.68821 -1.47910 -0.5709 1.6888 -0.1392 -0.25
C -0.84597 -0.92916 0.58876 -0.2350 -0.6918 0.8897 -0.49
Cl -1.78909 -1.86580 -0.54440 -0.2216 0.0853 -0.5351 0.07
Cl -1.95704 -0.25370 1.81843 0.6113 -0.0929 -0.2488 0.06
Cl 0.32965 -2.08480 1.33056 -0.2431 0.6725 0.0197 0.03
H 1.16711 1.94861 0.73255 -0.2503 -0.6463 0.2935 0.53
H 1.68433 0.54282 -2.06673 -0.0597 -1.0663 0.1943 0.17
```
Positions in Å, forces in eV/Å.

Computed properties:
- electronic energy (eV) = -71644.790
- 2S+1 = 1
- SMILES = O[P@@](=S)(S)C(Cl)(Cl)Cl
- relative energy (zero: lowest compared OMol25 entry of this formula, charge and spin) (eV) = 0.000
- HOMO level (Ha) = -0.3494
- net charge = 0

---

No. 2
A cluster of 11 separate species, C56H130N6O15 in total at a distorted geometry. Source: OMol25; level of theory: ωB97M-V/def2-TZVPD.

Geometry as XYZ:
```
207
Properties=species:S:1:pos:R:3:forces:R:3:lowdin_charge:R:1
C 2.94860 0.24264 -3.79564 -0.0940 -2.1953 -1.2914 -0.06
C 3.09363 -0.22402 -2.35974 -0.6220 1.0790 1.0287 -0.23
O 3.87243 -1.42516 -2.23903 0.9452 0.9363 -0.2411 -0.01
C 5.19988 -1.16677 -2.09992 -0.3639 -1.5483 0.1533 -0.60
O 5.75516 -0.11371 -2.01669 -0.0874 0.3311 -0.2071 0.14
O 5.79225 -2.37506 -2.02651 0.5838 0.4246 -0.2388 -0.04
C 7.22126 -2.33976 -1.86853 1.0403 0.7049 0.7782 -0.05
H 3.95308 0.35382 -4.27974 -0.8484 -0.1199 0.4175 0.10
H 2.40485 1.15797 -3.92883 -0.1991 0.6332 0.3904 0.04
H 2.33739 -0.53450 -4.36620 0.9441 0.8560 0.4558 0.10
H 2.12488 -0.47890 -1.83642 0.9735 0.4647 -0.7023 0.11
H 3.62385 0.59308 -1.81932 -0.5467 -0.6938 0.0239 0.12
H 7.53501 -1.68388 -1.00618 -0.6539 -0.7967 -0.5972 0.10
H 7.76150 -1.89393 -2.72616 -0.6520 -0.4566 0.0474 0.10
H 7.54863 -3.37972 -1.68707 -0.2874 0.6139 -0.2229 0.10
C -7.55404 -0.47958 1.03741 -0.3761 1.3136 1.4415 -0.07
C -7.06225 -0.66044 -0.36895 -0.5106 0.4561 -0.4678 -0.23
O -7.55114 -1.85966 -0.93488 -0.1538 -1.3816 -0.5929 0.02
C -6.86695 -2.97228 -0.65001 -0.8966 0.0402 0.4536 -0.58
O -5.92221 -3.02011 0.09876 -0.0271 -0.4535 -0.5416 0.12
O -7.50593 -3.99709 -1.25919 0.8932 0.0302 0.6881 -0.01
C -6.90361 -5.29653 -1.07442 1.3857 -0.0378 0.6555 -0.04
H -8.56975 -0.91558 1.15778 0.4932 0.6977 -0.1206 0.10
H -7.49617 0.61002 1.30838 -0.7679 -0.6916 -0.5642 0.09
H -6.95824 -0.84021 1.88135 0.3321 -0.8367 -0.6467 0.06
H -5.99195 -0.69783 -0.42778 0.6289 0.4103 -0.0690 0.10
H -7.50737 0.08024 -1.07341 0.5961 -0.1589 0.7859 0.14
H -7.52972 -5.96792 -1.64199 -0.2109 -0.2073 0.1460 0.08
H -6.76885 -5.62486 0.01691 -0.5488 0.7362 -1.5236 0.12
H -5.88410 -5.30853 -1.53495 -0.7629 0.0968 0.3787 0.10
C 1.48067 -3.48958 3.10321 -0.5514 0.3745 -0.8007 -0.05
C 2.06755 -2.24906 3.78946 -0.3453 -0.6067 -0.3502 -0.18
O 2.79126 -2.69159 4.96988 -0.0854 0.6518 0.4439 0.04
C 3.50475 -1.72346 5.56214 -0.2360 0.3562 -0.2537 -0.61
O 3.86940 -0.68682 5.05961 -0.3566 -0.2542 -0.5151 0.10
O 3.80075 -2.03113 6.82532 0.2344 -0.6847 -0.4316 0.01
C 4.99952 -1.34699 7.22460 -0.4444 0.7176 -0.3995 -0.03
H 1.26037 -3.22852 2.02632 -0.3754 0.0173 1.2204 0.07
H 0.61391 -3.96325 3.62109 0.6643 0.6259 -0.4928 0.06
H 2.22691 -4.25614 2.94553 0.5019 -0.2025 0.4666 0.07
H 1.31748 -1.49307 4.09923 0.3009 -0.4949 -0.2211 0.13
H 2.75428 -1.79439 3.08157 0.1106 0.2294 0.2227 0.08
H 5.69117 -1.31867 6.37364 0.1269 -0.2663 0.5475 0.10
H 5.33178 -1.85236 8.10144 0.5161 -0.4243 0.4173 0.09
H 4.76879 -0.31266 7.46613 -0.0450 0.0925 0.0728 0.10
C -3.37091 0.03341 -2.31730 -1.1170 0.1373 0.0710 -0.05
C -3.99379 1.40105 -2.51456 2.8698 0.4105 -0.6707 -0.17
O -4.27039 1.61493 -3.93172 -0.0220 -0.2523 1.0984 0.06
C -3.92660 2.83228 -4.33969 -0.4026 -1.6320 -0.4236 -0.69
O -3.20957 3.58863 -3.79178 1.5289 1.9696 1.6425 0.12
O -4.45769 3.03890 -5.50190 -1.7320 1.0590 -1.5258 0.02
C -4.43054 4.42716 -5.94285 -0.9208 -2.1481 -3.1582 0.00
H -3.48393 -0.29614 -1.27625 0.7477 0.2117 -0.2125 0.08
H -2.40192 -0.06867 -2.79461 0.4862 0.4024 0.6716 0.07
H -3.93112 -0.66026 -2.88301 -1.0904 -0.9802 -0.6312 0.06
H -3.25315 2.15485 -2.19094 -0.2640 -0.2947 -0.3093 0.11
H -4.84621 1.66990 -1.97138 -1.6699 -0.3607 0.7700 0.10
H -4.95181 5.13717 -5.35431 -0.6567 0.2127 0.9209 0.08
H -4.89272 4.34855 -7.00793 0.7601 0.3814 1.9533 0.13
H -3.41905 4.67407 -6.02681 1.5196 0.7999 -0.1849 0.06
C -2.37670 -3.00286 0.70305 1.5625 0.8329 1.2572 -0.02
C -1.74256 -1.87720 1.54854 -0.3094 -1.8028 2.4555 -0.21
O -1.68394 -0.63090 0.94910 -1.9492 1.2754 -1.1508 0.01
C -0.63804 -0.13172 0.30729 -0.5685 -0.1146 1.3797 -0.62
O 0.48032 -0.51456 0.51870 0.7896 0.3802 -0.9997 0.12
O -1.10272 0.90068 -0.41306 1.3650 0.4057 -0.2712 -0.02
C -0.07724 1.75320 -1.03604 -0.7666 -0.8418 -0.6041 0.02
H -3.38271 -2.81532 0.53621 -1.9232 0.8104 -0.7826 0.03
H -2.43162 -3.90951 1.27844 0.5530 -0.5160 0.4327 0.07
H -1.82656 -3.16074 -0.18850 0.4569 -0.3011 -1.0110 0.05
H -0.74504 -2.10877 1.94693 -0.1654 -0.3015 -0.3529 0.10
H -2.39840 -1.79330 2.48295 0.8215 0.2912 -1.1856 0.13
H 0.44726 1.15746 -1.80292 -0.0142 0.2690 0.4531 0.08
H 0.60028 2.15360 -0.29433 0.1398 -0.0411 0.1533 0.09
H -0.62065 2.55397 -1.55463 0.0475 -0.2541 0.3502 0.09
C -0.18931 5.63625 -7.81997 0.2544 0.3255 -1.2107 -0.08
C 1.06400 4.78142 -7.76411 1.1476 0.6977 0.5394 -0.27
N 1.03171 3.83961 -6.62966 1.2891 1.6381 -0.6529 -0.18
C 0.41961 2.64110 -7.05779 -2.3493 -0.6309 -0.3365 -0.30
C -0.52069 2.03168 -6.00526 0.0606 0.5650 -0.2625 -0.05
C 2.39050 3.63251 -6.11093 -1.8261 -1.1868 1.1962 -0.27
C 2.69780 4.57347 -5.00009 -0.4283 0.4320 1.4775 -0.09
H -1.08809 5.00945 -7.82843 0.0430 0.2510 0.3806 0.07
H -0.17416 6.14921 -8.79886 -0.1603 -0.0142 0.3156 0.07
H -0.18440 6.43140 -7.05325 -0.2238 -0.6978 -0.0999 0.07
H 1.29291 4.22800 -8.70458 -0.4232 0.3109 0.2784 0.12
H 1.94644 5.46606 -7.65071 -0.6888 -0.4838 0.1066 0.12
H -0.06797 2.83222 -8.04045 -0.2927 -0.2618 0.7931 0.12
H 1.11087 1.89657 -7.27928 1.7720 -1.4457 -0.5933 0.09
H -0.86813 1.00918 -6.26665 -0.2029 0.8776 0.0973 0.09
H -0.00493 1.98104 -5.06042 0.6636 -0.3786 0.3957 0.05
H -1.26073 2.79467 -5.75136 -0.6772 -0.4802 -0.3854 0.06
H 3.16122 3.60883 -6.83674 0.7702 0.3277 -1.2911 0.11
H 2.38149 2.60885 -5.72671 0.1453 -0.0038 0.2750 0.09
H 2.02157 4.40366 -4.08457 0.7625 0.4410 -1.5407 0.09
H 2.66477 5.62722 -5.33712 -0.1381 -0.4538 0.3203 0.07
H 3.70160 4.36918 -4.66224 0.5404 0.1109 0.2357 0.07
C 3.24813 -4.34682 -1.25887 -1.5717 -1.6538 -0.9881 -0.06
C 1.73321 -3.99060 -0.83234 1.8108 0.1415 0.4521 -0.21
N 0.67148 -4.17911 -1.81202 0.9636 1.5810 -0.7934 -0.19
C 0.88293 -3.18163 -2.91050 -0.9202 -0.7448 -0.3171 -0.22
C -0.14493 -2.07390 -2.67978 -0.0295 -0.0910 -1.1487 -0.08
C 0.44625 -5.50829 -2.25837 -1.6762 -1.3101 1.2404 -0.30
C -0.97034 -5.82594 -2.82276 0.6533 1.7628 -1.7682 -0.09
H 4.02781 -3.64144 -1.05294 -0.0412 0.3128 0.7166 0.01
H 3.26158 -4.36608 -2.35583 0.0156 -0.1502 0.0037 0.07
H 3.54436 -5.38738 -0.95005 -0.2541 1.0238 -0.0587 0.08
H 1.53449 -4.55144 0.09670 -0.2733 0.3209 -0.3321 0.10
H 1.75465 -2.90780 -0.62392 -0.2367 -0.3719 0.3373 0.10
H 1.89664 -2.78432 -2.88616 0.1004 -0.1268 -0.1345 0.08
H 0.72733 -3.70574 -3.90418 0.1392 0.7196 0.9853 0.13
H 0.06287 -1.54591 -1.76435 0.0919 0.1182 0.4218 0.04
H -0.22636 -1.33081 -3.50012 0.1727 -0.3886 0.2878 0.08
H -1.08817 -2.59747 -2.58129 -0.4221 0.2470 0.0529 0.07
H 0.45660 -6.08202 -1.32078 0.5062 -0.3616 -0.2819 0.12
H 1.15328 -5.89876 -2.95929 0.9494 -0.2883 -0.4611 0.10
H -1.02073 -6.90912 -3.04147 -0.1896 0.5930 0.1531 0.07
H -1.09406 -5.23213 -3.84474 -0.0899 -1.2583 2.0381 0.10
H -1.72654 -5.48848 -2.09435 0.1209 -0.2788 -0.4665 0.06
C -2.47276 6.72522 -2.43997 -0.1966 1.8980 -0.8955 -0.09
C -1.12972 6.11082 -2.34848 0.1218 -1.3675 -0.8778 -0.28
N -0.10108 7.11304 -2.54892 0.3567 0.1922 -2.4413 -0.23
C 1.13192 6.74327 -1.93381 0.7862 0.3790 1.5841 -0.27
C 0.87951 7.01047 -0.40772 -0.4067 -0.1146 -0.7434 -0.07
C 0.15359 7.33713 -3.99079 0.0422 1.4034 -1.0275 -0.23
C 0.65843 8.82375 -4.27216 -1.9723 -1.0807 0.3358 -0.07
H -2.53322 7.27146 -3.38692 0.1044 0.0437 -0.1271 0.07
H -2.76936 7.49066 -1.72142 0.2888 -0.3871 0.4957 0.08
H -3.18531 5.97856 -2.56228 -1.5677 -1.3632 0.2605 0.03
H -0.99706 5.58503 -1.39012 0.1160 0.2240 -0.2885 0.11
H -1.13345 5.31006 -3.19154 0.4410 0.8663 1.2941 0.14
H 1.38549 5.68790 -2.15223 0.0720 0.1619 0.1673 0.10
H 1.98546 7.36082 -2.31376 -0.8238 -0.3719 0.2566 0.12
H 0.80576 6.06020 0.13814 -0.3806 0.3591 0.0237 0.06
H 1.68990 7.55760 0.05317 0.1478 0.2960 0.0927 0.05
H -0.08048 7.62965 -0.41771 1.3821 -0.9485 0.6225 0.10
H -0.78834 7.20373 -4.58300 0.8013 -0.0861 0.5716 0.10
H 0.93167 6.66990 -4.42523 -0.6218 -0.1184 0.4969 0.08
H -0.25120 9.44958 -4.42874 0.8388 -0.1009 0.5072 0.08
H 1.24916 8.91950 -5.15356 0.3964 -0.2843 -0.9194 0.04
H 1.28729 9.16206 -3.47176 -0.0086 0.3742 0.6168 0.05
C 4.27972 -0.43628 1.03599 -1.4573 -0.4862 1.0320 -0.07
C 4.88633 -1.84942 1.13709 -1.1635 0.0341 1.1367 -0.24
N 6.23869 -1.68528 1.55050 0.2754 -0.5958 0.3719 -0.20
C 6.93148 -2.95774 1.51105 0.6308 0.4505 0.4112 -0.28
C 6.66407 -4.04090 2.52562 -2.7018 0.6954 1.3632 -0.07
C 6.47597 -0.95641 2.81033 -0.9230 1.6227 -0.9545 -0.25
C 7.88986 -0.45450 2.70548 1.3601 -1.6417 1.8454 -0.09
H 3.87274 -0.20428 2.07222 1.0119 0.4003 -1.1098 0.08
H 3.33719 -0.41883 0.48186 0.2300 -0.0956 -0.4579 0.05
H 5.01413 0.28890 0.62382 -0.5833 -0.4119 0.4650 0.10
H 4.37161 -2.45527 1.97390 -0.0583 0.5865 -1.3180 0.13
H 4.86425 -2.45523 0.20256 -0.0410 0.6277 0.7175 0.09
H 7.93566 -2.64851 1.67228 1.2022 -0.4274 -0.5183 0.08
H 6.80056 -3.38127 0.53136 0.1441 -0.0678 -0.5351 0.09
H 5.66117 -4.51829 2.30546 1.1256 0.2114 0.4751 0.09
H 6.63379 -3.64207 3.58217 -0.1161 -0.3095 -1.0295 0.08
H 7.43844 -4.75863 2.53477 0.7632 -0.9716 -0.3064 0.05
H 5.87701 -0.00845 2.82781 0.0078 -1.1401 -0.0903 0.12
H 6.20115 -1.49312 3.74948 0.4169 0.0868 -0.5846 0.11
H 8.52237 -1.37165 2.63429 0.1416 1.0213 0.3107 0.07
H 8.09571 0.11377 1.82460 -0.2691 0.5229 -0.5138 0.07
H 8.19264 0.09022 3.61653 -0.0227 -0.1101 -0.4161 0.08
C -0.47485 0.87213 7.12976 1.0527 -1.0667 0.2531 -0.09
C -1.48158 0.59850 6.04098 -1.3722 1.4619 0.9218 -0.26
N -1.39542 1.56951 4.94441 -2.3211 0.3107 -0.0740 -0.19
C -0.20200 1.52123 4.18483 -0.3398 -0.6500 -2.1448 -0.28
C 0.21584 2.86874 3.57130 0.9309 -0.9542 1.3231 -0.06
C -2.60619 1.51869 4.03719 0.1468 1.6481 1.1941 -0.19
C -3.92589 1.89340 4.80351 0.3521 -1.8907 -0.0106 -0.09
H 0.52118 0.62029 6.74988 0.0420 -0.1010 0.1869 0.06
H -0.61164 0.24975 8.02978 -0.1964 0.0512 -0.4415 0.08
H -0.38431 1.87324 7.45887 -0.3650 1.2610 0.1777 0.06
H -1.34586 -0.44899 5.83239 -0.1165 -0.7644 -1.0079 0.09
H -2.51473 0.71898 6.46399 0.8785 -0.2559 -0.3214 0.11
H 0.52510 1.15719 4.89132 0.8624 -0.3169 -0.5687 0.09
H -0.39299 0.83773 3.27481 0.7655 0.1249 1.2349 0.13
H -0.63747 3.42037 3.26228 -0.7247 0.4827 -0.4461 0.04
H 0.68758 3.40526 4.40851 0.1497 0.2857 -0.6692 0.08
H 0.89511 2.67570 2.72569 -0.0870 0.3773 0.4200 0.07
H -2.62751 0.53346 3.61379 -0.3170 -0.7354 -0.5767 0.08
H -2.50773 2.28111 3.19028 0.2289 -1.0855 1.1965 0.13
H -4.40644 1.05056 5.38654 0.6504 0.5426 -0.9259 0.05
H -4.65867 2.21424 4.06088 -0.0226 0.3750 0.3812 0.06
H -3.67854 2.59172 5.58749 -0.1020 0.8391 -0.1936 0.07
C -5.07655 -1.71573 4.88126 -0.6482 -1.0537 0.7433 -0.09
C -3.97938 -2.39646 5.70091 -0.6152 -0.9589 0.1335 -0.26
N -3.21048 -3.48108 5.04206 -0.8091 0.3942 -0.3614 -0.19
C -3.97908 -4.54632 4.40000 -0.0804 0.0899 1.5424 -0.25
C -4.58878 -5.53974 5.40561 1.3428 -0.5167 0.1738 -0.07
C -2.21769 -3.96707 5.97106 0.7259 -1.1363 -0.9363 -0.26
C -1.32734 -5.08575 5.30367 0.2927 0.5088 0.2406 -0.07
H -4.59119 -1.25571 4.02538 -0.3610 0.3905 -0.1605 0.06
H -5.62708 -0.99123 5.57007 0.7198 -0.8098 -1.2255 0.09
H -5.78515 -2.51331 4.52722 0.3390 1.0405 0.2337 0.07
H -3.26421 -1.63719 5.92406 0.6719 0.5097 0.4562 0.07
H -4.41461 -2.74127 6.67315 0.2167 0.0801 -0.4176 0.12
H -4.72068 -4.08965 3.81277 -1.2743 0.6735 -0.6388 0.08
H -3.38390 -5.03099 3.64869 0.6404 -0.5336 -0.0498 0.10
H -5.15251 -5.07183 6.20960 -0.1809 0.2399 -0.1503 0.07
H -5.20819 -6.27253 4.90423 -0.2057 -0.1690 -0.0572 0.07
H -3.74813 -6.08902 5.91500 -0.9359 0.3453 -0.4634 0.07
H -2.62363 -4.23819 6.95970 -0.0443 -0.3483 -0.1699 0.11
H -1.61930 -3.10685 6.12611 1.0696 0.7542 0.5258 0.08
H -0.35574 -5.24469 5.85613 -1.0783 0.2389 -0.4597 0.09
H -1.07411 -4.72969 4.26893 -0.2879 -0.4387 0.9408 0.06
H -1.84362 -6.06606 5.22725 0.3599 0.6603 0.0357 0.06
```
Positions in Å, forces in eV/Å.

Computed properties:
- electronic energy (eV) = -99828.076
- 2S+1 = 1
- SMILES = CCOC(=O)OC.CCOC(=O)OC.CCOC(=O)OC.CCOC(=O)OC.CCOC(=O)OC.CCN(CC)CC.CCN(CC)CC.CCN(CC)CC.CCN(CC)CC.CCN(CC)CC.CCN(CC)CC
- relative energy (zero: lowest compared OMol25 entry of this formula, charge and spin) (eV) = 3.599
- HOMO level (Ha) = -0.2970
- net charge = 0